[1]
Below is 2 unconnected molecules or ions with the total composition C6H17N2, with properties calculated with ωB97M-V/def2-TZVPD.

Cartesian coordinates (Å):
N1 -2.83529 2.11888 1.36355
C1 -0.54562 0.19051 -3.28903
C2 -0.41402 -0.57282 -2.01752
N2 0.13623 0.14259 -0.94527
C3 2.41109 -0.77757 1.96416
C4 1.98426 -0.25160 0.61925
C5 0.49250 -0.61751 0.18245
C6 -0.54070 -0.51256 1.28995
H1 -1.89077 1.80085 1.40808
H2 -2.99503 2.91977 1.94339
H3 -1.04343 1.16545 -3.19458
H4 0.35143 0.40797 -3.85952
H5 -1.28507 -0.26712 -3.95494
H6 0.29237 -1.42322 -2.15254
H7 -1.33485 -1.07050 -1.65433
H8 -3.13782 2.29211 0.42342
H9 1.56901 -0.72701 2.65836
H10 2.63360 -1.83883 2.03862
H11 3.26718 -0.16190 2.22710
H12 2.61144 -0.51683 -0.23600
H13 2.10805 0.83842 0.53194
H14 0.62725 -1.67055 -0.11520
H15 -0.30380 0.27500 2.00491
H16 -1.52422 -0.34386 0.84978
H17 -0.63381 -1.39970 1.91397

gap between HOMO and LUMO: 4.665 eV
LUMO level: -8.115 eV
maximum force: 2.81 eV/Å
molecular weight: 117.2 g mol⁻¹
total charge: +1
ΔE to the lowest compared entry with this formula, charge and spin: 113.0 kcal per mole



[2]
Below is 2 unconnected molecules or ions with the total composition C6H17N2, with properties calculated with ωB97M-V/def2-TZVPD.

Cartesian coordinates (Å):
C1 -0.56624 -1.35173 1.05712
C2 -1.33480 -0.25867 1.05799
N1 -1.40748 0.72245 2.03338
C3 -2.75887 1.15784 2.38562
H1 0.02885 -1.60456 1.93153
H2 -0.47914 -2.05778 0.24492
H3 -2.00287 -0.04037 0.22705
H4 -0.89986 0.46629 2.86981
H5 -2.70527 2.03413 3.03055
H6 -3.30173 1.47356 1.49342
H7 -3.35672 0.39721 2.89372
C4 1.94584 -1.84190 -1.79461
C5 1.15183 -0.55501 -1.94921
N2 1.39841 0.38100 -0.80982
C6 0.81549 1.74943 -0.93711
H8 1.52519 -2.47792 -1.02105
H9 1.89168 -2.38400 -2.73577
H10 3.00351 -1.65914 -1.61035
H11 1.45641 -0.03802 -2.85479
H12 0.08586 -0.76848 -1.95519
H13 2.40440 0.50769 -0.72814
H14 1.07483 -0.06039 0.06675
H15 0.93360 2.09375 -1.96019
H16 1.33418 2.41207 -0.25359
H17 -0.23711 1.70256 -0.68203

gap between HOMO and LUMO: 9.308 eV
LUMO level: -2.783 eV
maximum force: 0.87 eV/Å
molecular weight: 117.2 g mol⁻¹
total charge: +1
ΔE to the lowest compared entry with this formula, charge and spin: 23.3 kcal per mole



[3]
Below is 2 unconnected molecules or ions with the total composition C6H17N2, with properties calculated with ωB97M-V/def2-TZVPD.

Cartesian coordinates (Å):
N1 -4.33137 1.45171 -0.19036
C1 -0.45878 -2.46153 -1.88923
C2 0.44220 -1.25287 -1.55499
N2 0.10124 -0.60295 -0.37376
C3 2.44058 0.57208 2.24903
C4 1.15812 -0.07977 1.72214
C5 1.01330 0.25945 0.16984
C6 0.47392 1.69119 0.00771
H1 -4.75968 0.60401 -0.53154
H2 -4.77856 2.24416 -0.62327
H3 -1.44250 -2.42012 -1.42941
H4 0.03425 -3.39965 -1.64003
H5 -0.55803 -2.50567 -2.97588
H6 1.46957 -1.62359 -1.53728
H7 0.28373 -0.51630 -2.34076
H8 -3.33380 1.42194 -0.32041
H9 2.34136 1.61150 2.53344
H10 3.27064 0.39847 1.57157
H11 2.75509 -0.06215 3.08193
H12 1.21407 -1.15803 1.83678
H13 0.31412 0.36415 2.24349
H14 2.01359 0.16776 -0.26912
H15 -0.61680 1.71962 0.08268
H16 0.70682 2.06385 -0.99045
H17 0.85208 2.38090 0.75231

gap between HOMO and LUMO: 4.602 eV
LUMO level: -7.754 eV
maximum force: 3.00 eV/Å
molecular weight: 117.2 g mol⁻¹
total charge: +1
ΔE to the lowest compared entry with this formula, charge and spin: 101.4 kcal per mole



[4]
Below is a molecular structure, C6H17N2, with properties calculated with ωB97M-V/def2-TZVPD.

Cartesian coordinates (Å):
C1 -3.30080 0.26964 1.31653
C2 -1.99543 0.36980 0.55784
C3 -1.32547 1.51445 0.28663
N1 -1.31950 -0.85363 0.13475
H1 -3.73920 1.28768 1.39838
H2 -4.04981 -0.37667 0.74495
H3 -3.16666 -0.17902 2.33257
H4 -0.37103 1.40344 -0.16166
H5 -1.83048 2.43026 0.60215
H6 -1.99573 -1.40736 -0.37981
H7 -1.01973 -1.35285 0.93706
H8 -0.40854 -0.48383 -0.62354
C4 2.57492 0.99723 -0.61914
C5 1.95699 -0.37436 -0.79526
C6 1.88389 -1.18416 0.51144
N2 0.58588 -0.31159 -1.48014
H9 3.39526 0.90915 0.05968
H10 2.86409 1.45356 -1.57573
H11 1.80284 1.67896 -0.20485
H12 2.60842 -0.98195 -1.41158
H13 1.47953 -2.16160 0.30153
H14 2.88287 -1.35079 0.94242
H15 1.32588 -0.73198 1.34344
H16 0.59496 -1.07568 -2.16019
H17 0.56686 0.51132 -2.05746

gap between HOMO and LUMO: 11.089 eV
LUMO level: -2.766 eV
maximum force: 3.10 eV/Å
molecular weight: 117.2 g mol⁻¹
total charge: +1
ΔE to the lowest compared entry with this formula, charge and spin: 20.6 kcal per mole